Record 1
# C6H9N

A molecular structure, C6H9N (ωB97M-V/def2-TZVPD, OMol25).

Calculated values
Relative energy (zero: lowest compared OMol25 entry of this formula, charge and spin)   7.550 eV
HOMO-LUMO gap   9.70 eV
E   -7850.610 eV

CARTESIAN COORDINATES (ANGSTROEM)
N  1.03820  -0.13015  -1.62575
C  1.65623  -0.76822  -0.49116
C  -1.94883  0.02871  1.19995
C  -2.18788  0.66466  0.16078
C  -1.27468  0.93506  -0.85097
C  -0.93132  -0.63284  1.85732
C  0.63297  0.31832  -0.27544
H  -0.95461  1.96432  -1.01761
H  -0.48938  -0.18766  2.75035
H  -0.92797  -1.72463  1.86068
H  1.67055  0.54438  -2.04934
H  2.69559  -0.54368  -0.25192
H  1.36735  -1.80566  -0.32825
H  1.07928  1.25201  0.07327
H  -1.30163  0.33389  -1.75765
H  -0.12386  -0.24849  0.74576

Record 2
# C6H9N

A single C6H9N molecule (ωB97M-V/def2-TZVPD, OMol25).

Calculated values
Relative energy (zero: lowest compared OMol25 entry of this formula, charge and spin)   3.559 eV
HOMO-LUMO gap   10.09 eV
SMILES string   CC#CCN1CC1
E   -7854.601 eV

CARTESIAN COORDINATES (ANGSTROEM)
N  0.66132  1.48868  0.41323
C  1.95080  1.14965  0.98842
C  0.46831  1.04320  -0.96608
C  -0.77224  0.27713  -1.10337
C  0.72535  0.43173  1.40664
C  -1.46018  -0.70901  -1.03511
C  -1.94140  -2.07682  -0.88828
H  1.24495  0.31540  -1.26189
H  -2.96520  -2.24023  -1.22514
H  0.60729  -0.59860  1.07021
H  0.24819  0.65864  2.35670
H  -1.26739  -2.71989  -1.46480
H  -1.85892  -2.36945  0.16405
H  0.55438  1.89869  -1.63995
H  2.40501  1.90387  1.62403
H  2.64458  0.59060  0.35875

Record 3
# C6H9N

A single C6H9N molecule (ωB97M-V/def2-TZVPD, OMol25).

Calculated values
Relative energy (zero: lowest compared OMol25 entry of this formula, charge and spin)   2.413 eV
HOMO-LUMO gap   8.59 eV
SMILES string   Cc1c[nH]c(C)c1
E   -7855.746 eV

CARTESIAN COORDINATES (ANGSTROEM)
N  0.20771  -1.32510  0.83620
C  1.42139  -1.02446  0.25905
C  -2.11427  -0.24634  0.71115
C  1.17894  -0.14025  -0.79830
C  -0.23103  -0.14894  -0.95157
C  1.48883  1.37949  -0.86804
C  -0.80349  -0.68749  0.15132
H  2.29924  -1.54513  0.63626
H  2.18914  1.65938  -0.08576
H  1.77462  1.77836  -1.83928
H  -0.71798  0.42606  -1.72414
H  -2.34475  0.71921  0.24607
H  -2.07709  -0.06526  1.79279
H  -2.92860  -0.92859  0.48379
H  0.55867  1.91708  -0.58206
H  0.09865  -1.76803  1.73253

Record 4
# C6H9N

A single C6H9N molecule (ωB97M-V/def2-TZVPD, OMol25).

Calculated values
Relative energy (zero: lowest compared OMol25 entry of this formula, charge and spin)   3.751 eV
HOMO-LUMO gap   8.50 eV
E   -7854.409 eV

CARTESIAN COORDINATES (ANGSTROEM)
N  0.30275  1.06757  -0.07524
C  2.37079  -0.28209  0.32740
C  -1.13753  -0.41287  -1.14224
C  -2.15009  -0.09057  0.37900
C  0.96471  -0.14729  -0.16097
C  0.12806  -1.04673  -0.74476
C  -0.96797  0.88121  -0.59701
H  0.62399  1.86201  0.45452
H  3.05456  0.37271  -0.22577
H  -2.24899  -1.16598  0.46862
H  -1.57254  1.75469  -0.81400
H  2.44911  -0.02515  1.39033
H  0.39873  -2.08021  -0.94092
H  -3.11784  0.33817  0.12451
H  -1.80959  0.28659  1.35622
H  2.71185  -1.31205  0.20034

Record 5
# C6H9N

A single C6H9N molecule (ωB97M-V/def2-TZVPD, OMol25).

Calculated values
Relative energy (zero: lowest compared OMol25 entry of this formula, charge and spin)   4.639 eV
HOMO-LUMO gap   7.75 eV
E   -7853.521 eV

CARTESIAN COORDINATES (ANGSTROEM)
N  -1.16847  0.04932  0.73720
C  -0.31066  0.00205  -0.31672
C  -0.62199  0.69933  -1.60949
C  0.50423  -1.16683  -0.05681
C  -0.83091  -0.98532  1.62875
C  1.37923  0.48166  0.27551
C  0.20492  -1.79166  1.21550
H  2.32792  -0.05542  0.23248
H  0.20473  0.58919  -2.31658
H  -1.42401  -1.03784  2.54021
H  -1.51700  0.26341  -2.06507
H  -1.81864  0.80298  0.90577
H  -0.80306  1.77035  -1.46125
H  1.13786  -1.57619  -0.84293
H  1.47053  1.34918  -0.38781
H  1.17713  0.74848  1.31138

Record 6
# C6H9N

A molecular structure, C6H9N (ωB97M-V/def2-TZVPD, OMol25).

Calculated values
Relative energy (zero: lowest compared OMol25 entry of this formula, charge and spin)   2.754 eV
HOMO-LUMO gap   10.15 eV
E   -7855.405 eV

CARTESIAN COORDINATES (ANGSTROEM)
N  -1.06358  0.79042  -0.30142
C  0.08514  1.10907  0.57417
C  1.10500  0.03116  0.17490
C  -1.25393  0.77646  1.14348
C  -0.55898  -0.51622  -0.82823
C  0.24523  -1.23296  0.29910
C  0.81956  -0.06055  -1.35822
H  -0.20788  -1.42055  1.27164
H  -1.52105  -0.16727  1.60805
H  0.83668  0.85284  -1.96205
H  0.40722  2.14760  0.62491
H  -1.30026  -1.03155  -1.44047
H  0.73849  -2.13908  -0.05714
H  -1.83219  1.61259  1.52868
H  2.12000  0.11041  0.57101
H  1.38055  -0.86237  -1.84840

Record 7
# C6H9N

A molecular structure, C6H9N in a non-equilibrium geometry (ωB97M-V/def2-TZVPD, OMol25).

Calculated values
Relative energy (zero: lowest compared OMol25 entry of this formula, charge and spin)   4.376 eV
HOMO-LUMO gap   10.02 eV
E   -7853.784 eV

CARTESIAN COORDINATES (ANGSTROEM)
N  -1.45330  0.45848  -1.24429
C  0.02588  0.63166  -0.91195
C  -1.43988  0.35792  0.34035
C  -0.39270  -0.31631  -1.92102
C  1.19241  0.23288  1.42457
C  0.04114  0.06757  0.47686
C  0.78957  -1.14406  0.95475
H  -0.10591  0.05902  -2.90395
H  0.31947  -1.79006  1.69836
H  -0.25716  -1.38821  -1.78798
H  1.06029  0.50032  2.46822
H  2.10823  0.63493  0.98433
H  0.33667  1.64907  -1.07758
H  1.43486  -1.67671  0.25968
H  -2.19661  -0.33692  0.66014
H  -1.61995  1.38186  0.71960

Record 8
# C6H9N

A molecular structure, C6H9N (ωB97M-V/def2-TZVPD, OMol25).

Calculated values
Relative energy (zero: lowest compared OMol25 entry of this formula, charge and spin)   6.347 eV
HOMO-LUMO gap   8.10 eV
E   -7851.813 eV

CARTESIAN COORDINATES (ANGSTROEM)
N  -0.59498  1.08603  -0.19407
C  -0.40016  -1.34865  0.39218
C  -0.95305  -0.32449  -0.60731
C  0.41889  -0.35591  -1.33514
C  0.97288  -0.79019  0.04614
C  -0.33754  1.31429  1.18060
C  0.50103  1.07128  -0.97219
H  1.33339  1.75971  -0.85074
H  0.70970  0.24062  1.02565
H  0.26029  2.21919  1.32556
H  -1.23124  1.30107  1.80931
H  1.92218  -1.30386  0.15717
H  0.65497  -0.80346  -2.30217
H  -0.57531  -2.34075  -0.04129
H  -1.93731  -0.41882  -1.06578
H  -0.74372  -1.30606  1.43208

Record 9
# C6H9N

A molecular structure, C6H9N (ωB97M-V/def2-TZVPD, OMol25).

Calculated values
Relative energy (zero: lowest compared OMol25 entry of this formula, charge and spin)   3.382 eV
HOMO-LUMO gap   9.53 eV
E   -7854.778 eV

CARTESIAN COORDINATES (ANGSTROEM)
N  0.65368  -0.50324  -0.26548
C  2.03216  -0.10243  -0.01916
C  -1.58733  -0.80934  -0.74051
C  -0.61498  1.19278  0.14655
C  -1.38978  -1.05282  0.55580
C  -0.23914  -0.11521  0.87895
C  -0.50296  0.23017  -1.04524
H  -2.22088  -1.33206  -1.44893
H  2.23279  0.95511  0.22485
H  0.20548  -0.10285  1.87479
H  -1.72367  -1.86980  1.18113
H  0.20122  1.92292  0.13122
H  2.70328  -0.42682  -0.81911
H  -1.57071  1.68537  0.36006
H  2.32020  -0.68676  0.86892
H  -0.43623  0.59283  -2.07589

Record 10
# C6H9N

A molecular structure, C6H9N (ωB97M-V/def2-TZVPD, OMol25).

Calculated values
Relative energy (zero: lowest compared OMol25 entry of this formula, charge and spin)   3.342 eV
HOMO-LUMO gap   9.43 eV
E   -7854.818 eV

CARTESIAN COORDINATES (ANGSTROEM)
N  0.87467  -0.43944  -0.40280
C  -0.37424  0.03467  -1.05374
C  1.99804  0.38653  -0.00283
C  -1.13209  -1.11761  -0.30738
C  -1.22493  -0.14464  0.84266
C  -1.07766  1.03960  -0.09452
C  0.02625  -1.01426  0.61656
H  -1.83458  -0.23791  1.73613
H  -2.05358  1.34296  -0.49027
H  0.40648  -1.69076  1.37531
H  -1.70513  -1.97113  -0.64659
H  2.65839  0.56339  -0.85933
H  -0.51886  1.92449  0.23338
H  2.57098  -0.20817  0.72056
H  1.76272  1.35100  0.47515
H  -0.35056  0.21318  -2.13103

Record 11
# C6H9N

A single C6H9N molecule in a non-equilibrium geometry (ωB97M-V/def2-TZVPD, OMol25).

Calculated values
Relative energy (zero: lowest compared OMol25 entry of this formula, charge and spin)   3.394 eV
HOMO-LUMO gap   10.52 eV
SMILES string   C=C1CN=C1CC
E   -7854.766 eV

CARTESIAN COORDINATES (ANGSTROEM)
N  -0.63084  1.25460  1.50761
C  -1.35796  -0.04052  -0.09714
C  -1.93861  0.93774  1.01790
C  -1.61279  -0.87707  -1.06117
C  2.07911  -0.18773  -0.75371
C  0.04588  0.47170  0.72876
C  1.43687  -0.04736  0.70835
H  1.77722  -1.00425  -1.40028
H  1.79119  0.64617  -1.42040
H  -2.60331  -0.94774  -1.51428
H  2.11726  0.67338  1.18234
H  -0.74025  -1.36594  -1.49817
H  -2.54387  0.21779  1.62864
H  -2.44907  1.67547  0.49004
H  1.47301  -1.05742  1.09180
H  3.15615  -0.34883  -0.61029

Record 12
# C6H9N

A single C6H9N molecule in a non-equilibrium geometry (ωB97M-V/def2-TZVPD, OMol25).

Calculated values
Relative energy (zero: lowest compared OMol25 entry of this formula, charge and spin)   4.930 eV
HOMO-LUMO gap (spin up / spin down)   8.58 / 8.58 eV
SMILES string   CC#CC/C=N\C
E   -7853.230 eV

CARTESIAN COORDINATES (ANGSTROEM)
N  0.28982  2.10178  1.57031
C  0.35791  1.01358  0.93761
C  0.52789  -3.37022  -1.13170
C  0.11338  -2.08247  -0.58889
C  -0.31278  -1.03721  -0.17582
C  -0.80061  0.23179  0.33704
C  -0.10826  3.02661  0.49318
H  -0.97954  2.82188  -0.14400
H  -1.42006  0.73522  -0.41070
H  1.20081  -3.23882  -1.98381
H  -1.45624  0.05855  1.20472
H  1.35184  0.59838  0.79809
H  1.03723  -3.97645  -0.37734
H  0.77215  3.15892  -0.16920
H  -0.21938  3.87811  1.11522
H  -0.35415  -3.91964  -1.47470

Record 13
# C6H9N

A molecular structure, C6H9N (ωB97M-V/def2-TZVPD, OMol25).

Calculated values
Relative energy (zero: lowest compared OMol25 entry of this formula, charge and spin)   3.105 eV
HOMO-LUMO gap   9.59 eV
E   -7855.055 eV

CARTESIAN COORDINATES (ANGSTROEM)
N  0.62516  -0.59011  0.15588
C  -1.54545  -0.87414  -0.59009
C  -0.28114  -0.11130  -0.95942
C  -1.61012  -0.65105  0.71891
C  -0.50714  1.21890  -0.19760
C  2.03338  -0.21059  0.09476
C  -0.36659  0.20721  0.96826
H  2.30028  0.83972  0.31248
H  0.30307  1.94802  -0.28930
H  -1.47705  1.71016  -0.31359
H  -0.10962  0.48994  1.98888
H  0.08518  -0.15509  -1.98008
H  -2.30838  -1.02372  1.45122
H  -2.15630  -1.50826  -1.22015
H  2.39356  -0.44193  -0.91415
H  2.62117  -0.84774  0.77399

Record 14
# C6H9N

A single C6H9N molecule in a non-equilibrium geometry (ωB97M-V/def2-TZVPD, OMol25).

Calculated values
Relative energy (zero: lowest compared OMol25 entry of this formula, charge and spin)   2.246 eV
HOMO-LUMO gap   10.02 eV
SMILES string   [H]/N=C(\C)C=C=CC
E   -7855.914 eV

CARTESIAN COORDINATES (ANGSTROEM)
N  0.79285  -1.44422  0.75996
C  -1.86012  0.82334  0.52636
C  0.62322  0.69963  -0.13033
C  -0.61522  0.82538  0.19398
C  1.38561  -0.50534  0.14734
C  2.78999  -0.54018  -0.35592
C  -3.04450  0.33689  -0.19597
H  -2.00905  1.52221  1.41147
H  2.78344  -0.52709  -1.44877
H  -3.55638  -0.40471  0.41886
H  -2.78449  -0.12439  -1.14420
H  -3.72313  1.17473  -0.36974
H  3.35465  0.32599  -0.00488
H  3.31693  -1.43586  -0.02368
H  1.43234  -2.22669  0.86188
H  1.11385  1.50031  -0.64634